DFT (ωB97M-V with the def2-TZVPD basis set) results for a 3-piece molecular cluster, C31H34BO5 overall.

Atoms and positions in Å:
C  -2.46  6.40  1.51
C  -1.55  5.27  1.48
C  -0.24  5.30  0.95
C  0.26  4.03  1.16
C  -0.65  3.12  1.77
B  -1.69  3.91  -3.05
O  -0.35  3.69  -2.76
C  -0.48  2.17  -2.52
C  -0.49  1.74  -4.03
C  0.72  1.51  -1.93
C  -1.87  1.89  -1.82
C  -2.70  0.76  -2.43
C  -1.92  1.85  -0.37
O  -2.65  3.24  -2.43
O  -1.68  4.13  2.19
H  -1.95  7.41  1.43
H  -3.24  6.40  0.69
H  -2.95  6.30  2.51
H  0.35  6.20  0.62
H  1.19  3.69  0.74
H  -0.47  0.65  -4.19
H  -1.35  2.18  -4.60
H  0.41  2.22  -4.47
H  0.65  0.41  -2.05
H  1.66  1.79  -2.42
H  0.92  1.66  -0.87
H  -2.17  -0.18  -2.44
H  -3.63  0.63  -1.88
H  -2.96  1.01  -3.45
H  -0.39  1.38  0.60
H  -1.76  2.66  0.34
H  -2.76  1.30  0.01
C  -1.52  -2.93  6.23
O  -2.25  -1.83  5.68
C  -1.76  -1.17  4.60
C  -2.62  -0.26  3.89
C  -2.19  0.35  2.73
C  -0.90  0.10  2.26
C  -0.59  0.35  0.86
C  0.51  -0.58  0.28
C  0.19  -1.66  -0.57
C  1.19  -2.42  -1.20
C  2.54  -2.10  -0.97
O  3.60  -2.58  -1.73
C  3.65  -3.91  -2.11
C  4.47  -4.20  -3.22
C  4.42  -5.46  -3.79
C  3.60  -6.45  -3.23
C  2.94  -6.22  -2.03
C  2.95  -4.93  -1.45
C  2.86  -1.06  -0.08
C  1.85  -0.35  0.56
C  -0.03  -0.67  3.02
C  -0.42  -1.31  4.17
H  -2.17  -3.39  6.97
H  -1.29  -3.67  5.46
H  -0.61  -2.60  6.71
H  -3.65  -0.16  4.26
H  -2.90  0.98  2.19
H  -1.44  -0.02  0.26
H  -0.85  -1.85  -0.84
H  0.91  -3.24  -1.88
H  5.10  -3.39  -3.60
H  5.02  -5.67  -4.68
H  3.49  -7.42  -3.72
H  2.37  -7.00  -1.51
H  2.45  -4.72  -0.50
H  3.92  -0.84  0.12
H  2.13  0.45  1.24
H  0.95  -0.88  2.64
H  0.28  -1.97  4.69

Its highest occupied orbital energy is -10.127 eV. The frontier orbital gap is 0.124 Ha. As for the LUMO energy: -6.8 eV. The total energy is -1602.086648 a.u. As for the charge: +1.

DFT (ωB97M-V with the def2-TZVPD basis set) results for C31H34BaBrN6OSb2 as an isolated structure.

Atoms and positions in Å:
Ba  -0.40  -0.68  0.11
C  -2.75  3.38  -2.67
Sb  -2.68  1.35  -2.03
C  -3.88  1.66  -0.27
C  -4.29  0.67  -3.33
C  -5.37  -0.16  -2.69
C  -6.57  0.47  -2.33
C  -7.65  -0.24  -1.85
C  -7.55  -1.62  -1.72
C  -6.37  -2.25  -2.06
C  -5.26  -1.55  -2.52
C  -3.97  -2.29  -2.79
Sb  -2.73  -2.44  -0.99
C  -2.30  -4.52  -1.23
C  -4.31  -2.55  0.42
H  -3.76  3.77  -2.51
H  -2.49  3.46  -3.73
H  -2.04  3.98  -2.09
H  -4.91  1.90  -0.57
H  -3.47  2.49  0.30
H  -3.92  0.77  0.35
H  -3.81  0.15  -4.16
H  -4.70  1.60  -3.71
H  -6.65  1.54  -2.47
H  -8.57  0.27  -1.59
H  -8.40  -2.20  -1.38
H  -6.29  -3.33  -1.97
H  -3.35  -1.81  -3.56
H  -4.17  -3.32  -3.10
H  -3.15  -5.10  -0.90
H  -1.42  -4.81  -0.65
H  -2.11  -4.71  -2.29
H  -4.99  -3.36  0.15
H  -4.87  -1.61  0.44
H  -3.87  -2.74  1.41
Br  -2.23  -8.29  -2.31
C  -0.99  -8.18  -0.90
C  -1.06  -9.09  0.14
C  -0.15  -8.98  1.20
C  0.76  -7.94  1.23
C  0.86  -7.07  0.15
C  -0.02  -7.19  -0.92
N  1.68  -7.88  2.35
N  1.87  -6.79  2.91
C  1.06  -5.66  2.54
C  -0.30  -5.71  2.49
C  -1.06  -4.58  2.14
C  -0.47  -3.40  1.76
O  -1.17  -2.34  1.32
C  0.96  -3.32  1.82
N  1.56  -2.15  1.44
C  2.86  -2.03  1.57
C  3.68  -3.06  2.07
C  3.11  -4.25  2.40
C  1.71  -4.42  2.28
H  -1.79  -9.88  0.13
H  -0.18  -9.68  2.02
H  1.63  -6.31  0.14
H  0.05  -6.52  -1.76
H  -0.81  -6.64  2.73
H  -2.15  -4.64  2.13
H  3.29  -1.08  1.28
H  4.75  -2.89  2.17
H  3.71  -5.07  2.78
N  3.99  3.23  -1.47
C  3.22  2.85  -0.41
C  2.47  1.66  -0.43
N  1.67  1.34  0.58
C  1.63  2.16  1.63
C  2.40  3.30  1.66
N  3.19  3.65  0.64
H  4.20  2.60  -2.22
H  4.54  4.06  -1.38
H  2.53  0.98  -1.27
H  0.99  1.89  2.46
H  2.40  3.96  2.52

Its highest occupied orbital energy is -9.967 eV. The frontier orbital gap is 0.263 Ha. As for the LUMO energy: -2.8 eV. The total energy is -4685.256383 a.u. As for the charge: +1.

DFT (ωB97M-V with the def2-TZVPD basis set) results for C31H34BrFeN12O2 as an isolated structure.

Atoms and positions in Å:
Fe  0.50  0.38  0.24
N  1.04  0.63  4.78
C  0.20  -0.46  4.88
C  -0.12  -0.80  3.60
N  0.49  0.08  2.70
C  1.19  0.89  3.46
C  2.02  1.90  2.86
N  2.07  1.99  1.55
C  2.99  2.99  1.28
C  3.49  3.49  2.44
N  2.85  2.80  3.45
H  1.53  1.09  5.52
H  -0.06  -0.92  5.82
H  -0.73  -1.63  3.28
H  3.24  3.28  0.27
H  4.21  4.26  2.65
H  3.01  2.91  4.45
N  2.86  -0.09  -0.28
C  3.24  0.05  -1.65
C  4.55  0.10  -2.08
C  4.86  0.19  -3.45
C  3.87  0.21  -4.40
C  2.53  0.22  -3.97
C  1.46  0.32  -4.89
C  0.17  0.38  -4.44
C  -0.04  0.37  -3.05
N  0.90  0.27  -2.13
C  2.20  0.17  -2.60
H  2.68  -1.08  -0.03
H  3.60  0.25  0.33
H  5.34  0.02  -1.34
H  5.90  0.20  -3.76
H  4.11  0.26  -5.46
H  1.69  0.36  -5.95
H  -0.68  0.44  -5.11
H  -1.06  0.48  -2.68
C  -2.84  1.62  -0.40
N  -2.19  0.42  0.20
C  -2.65  -0.78  -0.57
N  -4.10  -0.90  -0.61
C  -4.67  0.32  -1.21
N  -4.30  1.52  -0.44
C  -4.78  1.35  0.94
N  -4.22  0.15  1.58
C  -2.75  0.26  1.56
C  -4.60  -1.02  0.77
H  -2.46  1.74  -1.42
H  -2.57  2.51  0.19
H  -2.21  -1.66  -0.11
H  -2.28  -0.71  -1.60
H  -5.75  0.24  -1.25
H  -4.28  0.41  -2.24
H  -5.87  1.25  0.94
H  -4.51  2.25  1.50
H  -2.34  -0.64  2.01
H  -2.46  1.12  2.16
H  -5.68  -1.09  0.77
H  -4.18  -1.91  1.22
Br  -0.56  -8.61  -0.62
C  -0.18  -6.80  -0.26
C  0.83  -6.47  0.63
C  1.16  -5.14  0.85
C  0.44  -4.13  0.21
C  -0.60  -4.47  -0.64
C  -0.92  -5.80  -0.89
C  0.90  -2.68  0.36
O  2.11  -2.52  0.58
O  0.04  -1.71  0.21
H  1.38  -7.26  1.13
H  2.00  -4.88  1.48
H  -1.14  -3.66  -1.12
H  -1.69  -6.05  -1.59
N  -0.25  3.62  0.88
C  0.06  4.91  0.62
C  0.53  4.94  -0.67
C  0.47  3.59  -1.11
N  0.02  2.79  -0.15
H  -0.55  3.25  1.76
H  -0.08  5.68  1.36
H  0.86  5.80  -1.23
H  0.75  3.17  -2.07

Its highest occupied orbital energy (spin up / spin down) is -10.486 / -10.486 eV. The frontier orbital gap (spin up / spin down) is 0.298 / 0.296 Ha. Its spin multiplicity is 5. As for the LUMO energy (spin up / spin down): -2.4 / -2.4 eV. The total energy is -5846.899878 a.u. As for the charge: +1.

DFT (ωB97M-V with the def2-TZVPD basis set) results for a 4-piece molecular cluster, C31H34Cl2F3N3O2PS overall.

Atoms and positions in Å:
C  3.72  -2.75  3.81
C  4.23  -4.06  3.17
S  4.86  -3.88  1.47
C  3.40  -3.68  0.43
N  3.05  -2.30  0.00
C  3.72  -1.21  0.32
C  3.35  0.07  -0.10
C  4.16  1.27  0.25
Cl  4.51  2.39  -1.06
C  4.66  1.57  1.45
C  5.51  2.82  1.67
Cl  4.40  0.52  2.82
C  2.20  0.21  -0.86
C  1.64  1.53  -1.37
O  1.78  1.85  -2.52
O  0.96  2.29  -0.47
C  -0.25  1.66  0.00
N  -0.36  1.76  1.45
C  1.49  -0.96  -1.20
C  1.92  -2.17  -0.79
P  0.93  -3.69  -1.27
N  -0.05  -3.47  -2.48
H  4.45  -1.94  3.76
H  2.74  -2.49  3.41
H  3.57  -2.96  4.88
H  3.43  -4.80  3.20
H  5.09  -4.39  3.77
H  2.56  -4.17  0.94
H  3.58  -4.26  -0.49
H  4.61  -1.28  0.94
H  6.32  2.83  0.93
H  5.99  2.78  2.66
H  4.91  3.73  1.55
H  -0.32  0.59  -0.25
H  -1.09  2.14  -0.51
H  0.43  2.30  1.77
H  -0.27  0.84  1.86
H  0.59  -0.86  -1.81
H  0.20  -4.10  -0.13
H  1.85  -4.70  -1.65
H  0.01  -2.52  -2.84
F  0.97  -4.99  3.43
C  -0.25  -4.62  2.98
C  -0.59  -3.28  2.98
C  -1.84  -2.89  2.51
C  -2.73  -3.85  2.06
C  -2.38  -5.20  2.08
C  -1.13  -5.58  2.53
H  0.12  -2.54  3.35
H  -2.11  -1.85  2.50
H  -3.71  -3.55  1.70
H  -3.08  -5.94  1.73
H  -0.83  -6.62  2.54
F  -2.25  -0.37  -2.10
C  -3.13  0.40  -2.79
C  -2.81  0.81  -4.07
C  -3.72  1.59  -4.77
C  -4.92  1.96  -4.18
C  -5.22  1.54  -2.89
C  -4.33  0.75  -2.19
H  -1.87  0.52  -4.50
H  -3.48  1.92  -5.77
H  -5.62  2.58  -4.72
H  -6.16  1.83  -2.43
H  -4.55  0.41  -1.19
F  -5.34  6.33  -3.28
C  -4.46  6.10  -2.29
C  -4.74  6.55  -1.01
C  -3.83  6.31  0.01
C  -2.65  5.63  -0.26
C  -2.38  5.19  -1.55
C  -3.29  5.42  -2.57
H  -5.66  7.09  -0.83
H  -4.05  6.65  1.01
H  -1.94  5.45  0.54
H  -1.45  4.67  -1.76
H  -3.09  5.08  -3.58

Its highest occupied orbital energy is -10.738 eV. The frontier orbital gap is 0.225 Ha. As for the LUMO energy: -4.6 eV. The total energy is -3475.615677 a.u. As for the charge: +1.

DFT (ωB97M-V with the def2-TZVPD basis set) results for C31H34N2O4PRuSi as an isolated structure.

Atoms and positions in Å:
Ru  0.17  -0.34  -0.48
O  3.97  -0.55  -1.90
C  2.98  -0.08  -1.38
O  1.76  -0.35  -1.78
C  3.06  0.94  -0.22
P  1.40  1.68  -0.31
C  1.22  3.00  0.94
C  0.91  2.65  2.25
C  0.73  3.64  3.22
C  0.85  4.98  2.88
C  1.16  5.33  1.58
C  1.34  4.35  0.61
C  1.45  2.54  -1.92
C  2.56  3.31  -2.29
C  2.61  3.93  -3.52
C  1.55  3.79  -4.41
C  0.45  3.02  -4.06
C  0.40  2.39  -2.82
H  3.91  1.61  -0.35
H  3.17  0.41  0.73
H  0.78  1.61  2.51
H  0.49  3.35  4.23
H  0.70  5.74  3.63
H  1.25  6.37  1.30
H  1.56  4.65  -0.41
H  3.40  3.41  -1.61
H  3.47  4.51  -3.80
H  1.58  4.26  -5.38
H  -0.37  2.89  -4.75
H  -0.45  1.77  -2.56
C  -0.33  -0.77  3.92
C  0.07  -1.15  2.51
O  -0.16  -0.28  1.65
C  0.67  -2.43  2.25
C  0.75  -3.37  3.31
C  1.35  -4.59  3.15
C  1.92  -4.91  1.90
C  1.87  -4.03  0.86
C  1.23  -2.75  0.98
O  1.26  -2.02  -0.07
H  -0.71  0.25  3.92
H  0.52  -0.86  4.60
H  -1.11  -1.44  4.28
H  0.32  -3.13  4.27
H  1.39  -5.30  3.97
H  2.40  -5.86  1.76
H  2.31  -4.26  -0.10
C  -1.95  2.92  -0.22
C  -2.50  1.53  -0.08
C  -3.79  1.34  0.39
C  -4.32  0.05  0.44
C  -3.58  -1.02  0.04
C  -2.27  -0.80  -0.45
N  -1.75  0.49  -0.48
N  -1.36  -1.70  -0.82
Si  -1.54  -3.30  -1.47
C  -1.83  -4.56  -0.11
C  -0.01  -3.73  -2.46
C  -3.03  -3.27  -2.62
H  -2.62  3.51  -0.84
H  -0.98  2.92  -0.69
H  -1.87  3.42  0.75
H  -4.37  2.20  0.67
H  -5.32  -0.09  0.82
H  -3.95  -2.04  0.10
H  -1.04  -4.51  0.64
H  -1.84  -5.58  -0.51
H  -2.79  -4.39  0.39
H  0.52  -4.58  -2.02
H  0.70  -2.90  -2.50
H  -0.28  -4.01  -3.48
H  -3.93  -2.89  -2.13
H  -3.26  -4.27  -2.98
H  -2.83  -2.64  -3.48

Its highest occupied orbital energy (spin up / spin down) is -7.585 / -7.511 eV. The frontier orbital gap (spin up / spin down) is 0.277 / 0.259 Ha. Its spin multiplicity is 2. As for the LUMO energy (spin up / spin down): -0.1 / -0.5 eV. The total energy is -2337.988191 a.u.

DFT (ωB97M-V with the def2-TZVPD basis set) results for one molecule with the formula C31H34N4O2.

Atoms and positions in Å:
O  -3.50  -3.29  -5.22
C  -2.99  -2.57  -4.37
C  -3.17  -2.56  -2.94
C  -2.50  -1.71  -2.12
N  -1.60  -0.80  -2.61
C  -0.89  0.15  -1.79
C  0.16  -0.46  -0.89
C  1.25  -1.14  -1.27
C  2.28  -1.59  -0.34
C  2.26  -1.27  1.05
C  3.27  -1.71  1.91
C  4.34  -2.50  1.41
C  4.39  -2.80  0.01
C  3.36  -2.37  -0.81
C  5.55  -3.59  -0.51
C  6.01  -4.62  0.51
C  6.28  -3.98  1.85
N  5.28  -3.01  2.25
C  5.35  -2.70  3.66
C  4.64  -1.41  4.02
C  3.26  -1.35  3.37
C  -1.86  1.16  -1.16
C  -1.84  1.42  0.22
C  -2.59  2.45  0.77
C  -3.49  3.17  -0.06
C  -3.49  2.93  -1.46
C  -2.64  1.97  -1.99
C  -4.42  3.71  -2.33
C  -5.67  4.15  -1.57
C  -5.33  4.79  -0.24
N  -4.31  4.10  0.50
C  -4.23  4.53  1.87
C  -2.90  4.20  2.53
C  -2.47  2.78  2.22
C  -1.41  -0.66  -3.98
O  -0.69  0.22  -4.46
N  -2.08  -1.58  -4.77
H  -3.87  -3.30  -2.56
H  -2.63  -1.70  -1.04
H  -0.32  0.74  -2.52
H  0.10  -0.13  0.14
H  1.45  -1.42  -2.31
H  1.45  -0.65  1.45
H  3.36  -2.66  -1.86
H  6.41  -2.94  -0.75
H  5.25  -4.09  -1.43
H  6.93  -5.12  0.18
H  5.24  -5.40  0.62
H  7.26  -3.47  1.83
H  6.35  -4.75  2.63
H  4.92  -3.53  4.23
H  6.41  -2.64  3.94
H  4.56  -1.38  5.10
H  5.25  -0.56  3.70
H  2.86  -0.34  3.50
H  2.59  -2.03  3.91
H  -1.22  0.82  0.88
H  -2.63  1.86  -3.08
H  -4.70  3.10  -3.19
H  -3.91  4.60  -2.73
H  -6.32  3.28  -1.41
H  -6.22  4.88  -2.16
H  -6.22  4.84  0.39
H  -4.98  5.82  -0.41
H  -5.05  4.06  2.44
H  -4.39  5.61  1.90
H  -2.15  4.91  2.17
H  -3.00  4.33  3.60
H  -1.43  2.63  2.54
H  -3.09  2.07  2.80
H  -1.88  -1.49  -5.75

Its highest occupied orbital energy is -6.913 eV. The frontier orbital gap is 0.276 Ha. As for the LUMO energy: 0.6 eV. The total energy is -1571.251082 a.u. As for the structure (SMILES): O=c1ccn([C@H](/C=C/c2cc3c4c(c2)CCCN4CCC3)c2cc3c4c(c2)CCCN4CCC3)c(=O)[nH]1.

Please write out number 5 again, unchanged.
DFT (ωB97M-V with the def2-TZVPD basis set) results for C31H34N2O4PRuSi as an isolated structure.

Atoms and positions in Å:
Ru  0.17  -0.34  -0.48
O  3.97  -0.55  -1.90
C  2.98  -0.08  -1.38
O  1.76  -0.35  -1.78
C  3.06  0.94  -0.22
P  1.40  1.68  -0.31
C  1.22  3.00  0.94
C  0.91  2.65  2.25
C  0.73  3.64  3.22
C  0.85  4.98  2.88
C  1.16  5.33  1.58
C  1.34  4.35  0.61
C  1.45  2.54  -1.92
C  2.56  3.31  -2.29
C  2.61  3.93  -3.52
C  1.55  3.79  -4.41
C  0.45  3.02  -4.06
C  0.40  2.39  -2.82
H  3.91  1.61  -0.35
H  3.17  0.41  0.73
H  0.78  1.61  2.51
H  0.49  3.35  4.23
H  0.70  5.74  3.63
H  1.25  6.37  1.30
H  1.56  4.65  -0.41
H  3.40  3.41  -1.61
H  3.47  4.51  -3.80
H  1.58  4.26  -5.38
H  -0.37  2.89  -4.75
H  -0.45  1.77  -2.56
C  -0.33  -0.77  3.92
C  0.07  -1.15  2.51
O  -0.16  -0.28  1.65
C  0.67  -2.43  2.25
C  0.75  -3.37  3.31
C  1.35  -4.59  3.15
C  1.92  -4.91  1.90
C  1.87  -4.03  0.86
C  1.23  -2.75  0.98
O  1.26  -2.02  -0.07
H  -0.71  0.25  3.92
H  0.52  -0.86  4.60
H  -1.11  -1.44  4.28
H  0.32  -3.13  4.27
H  1.39  -5.30  3.97
H  2.40  -5.86  1.76
H  2.31  -4.26  -0.10
C  -1.95  2.92  -0.22
C  -2.50  1.53  -0.08
C  -3.79  1.34  0.39
C  -4.32  0.05  0.44
C  -3.58  -1.02  0.04
C  -2.27  -0.80  -0.45
N  -1.75  0.49  -0.48
N  -1.36  -1.70  -0.82
Si  -1.54  -3.30  -1.47
C  -1.83  -4.56  -0.11
C  -0.01  -3.73  -2.46
C  -3.03  -3.27  -2.62
H  -2.62  3.51  -0.84
H  -0.98  2.92  -0.69
H  -1.87  3.42  0.75
H  -4.37  2.20  0.67
H  -5.32  -0.09  0.82
H  -3.95  -2.04  0.10
H  -1.04  -4.51  0.64
H  -1.84  -5.58  -0.51
H  -2.79  -4.39  0.39
H  0.52  -4.58  -2.02
H  0.70  -2.90  -2.50
H  -0.28  -4.01  -3.48
H  -3.93  -2.89  -2.13
H  -3.26  -4.27  -2.98
H  -2.83  -2.64  -3.48

Its highest occupied orbital energy (spin up / spin down) is -7.585 / -7.511 eV. The frontier orbital gap (spin up / spin down) is 0.277 / 0.259 Ha. Its spin multiplicity is 2. As for the LUMO energy (spin up / spin down): -0.1 / -0.5 eV. The total energy is -2337.988191 a.u.